Record 1
10
Properties=species:S:1:pos:R:3:forces:R:3:lowdin_charge:R:1 method="wB97M-V/def2-TZVPD" orbital_gap_ev=9.777 total_charge=0 smiles="C=C(F)OC(=O)O" de_lowest_kcal_mol=73.5 spin_multiplicity=1
F -0.2108 -1.6514 -1.7900 0.436 2.183 -1.219 0.071
O 1.4821 0.5869 0.8431 3.795 -2.201 0.743 0.198
O -0.2854 0.4683 -0.5848 2.385 0.682 -2.845 0.090
O 0.2691 2.2920 0.3215 -0.288 4.982 -1.092 0.150
C 0.7639 1.1152 0.1075 -4.135 -0.916 0.666 -0.609
C -0.7838 -1.5181 0.3826 0.346 -2.089 -2.813 0.110
C -0.3121 -0.8924 -0.6834 -1.075 0.409 3.458 -0.439
H -0.6025 -1.1465 1.4209 -1.112 -0.813 -1.125 0.106
H 0.8326 3.1225 0.3483 -0.495 -2.079 0.119 0.182
H -1.1531 -2.3765 -0.3658 0.143 -0.157 4.108 0.141

Record 2
8
Properties=species:S:1:pos:R:3:forces:R:3:lowdin_charge:R:1 method="wB97M-V/def2-TZVPD" orbital_gap_ev="6.295 / 7.776" total_charge=0 de_lowest_kcal_mol=93.3 spin_multiplicity=3 s2=2.03
I -1.6490 -0.6232 0.1332 -0.892 -1.296 0.037 1.158
C -1.1305 2.5297 -0.0653 -0.722 -0.417 0.132 -0.016
C 0.5889 -0.6838 -0.0833 -0.234 -1.025 0.275 -0.373
C 1.2967 -1.7914 0.0071 2.634 3.389 -0.326 -0.192
C -1.4561 1.4024 0.1850 1.232 0.272 -0.137 -0.667
H -1.0731 3.5342 -0.3247 0.314 1.099 -0.151 0.005
H 0.9928 -2.7812 0.1865 -0.801 -1.220 0.210 0.014
H 2.4303 -1.5867 -0.0384 -1.531 -0.802 -0.040 0.071

Record 3
77
Properties=species:S:1:pos:R:3:forces:R:3:lowdin_charge:R:1 method="wB97M-V/def2-TZVPD" orbital_gap_ev="5.905 / 5.760" total_charge=+1 spin_multiplicity=2 s2=0.76
S 1.7189 2.5683 2.2384 1.597 0.781 0.276 0.947
S 2.9074 -1.5818 1.5630 -0.145 1.171 0.442 0.965
S -1.2273 -1.2044 4.5130 -1.307 -0.135 0.643 0.969
S -4.3612 -1.6086 -2.0991 -0.239 -2.252 0.772 0.831
Mg 0.1005 -0.0033 1.9273 1.727 -0.094 1.171 0.334
O 0.4726 1.7657 2.4294 -0.524 1.404 0.544 -0.522
O 0.4158 0.1158 0.0137 3.951 2.280 -7.850 0.028
O -1.3907 0.4451 0.8135 -8.022 4.318 -1.590 0.058
O -0.6963 -1.3190 0.7042 -3.281 -9.575 -1.000 0.101
O -0.2338 -0.4875 3.6722 -0.295 -0.173 0.876 -0.540
O 1.8550 -0.7532 2.4070 2.797 -1.531 -1.217 -0.577
O -3.2348 2.6612 -2.0867 1.262 0.657 0.370 0.049
O 3.5080 1.5393 -2.1935 -0.310 -2.384 -1.361 0.003
O -4.6449 -3.1152 -1.9690 0.163 2.470 -0.125 -0.561
N -0.7927 -2.6511 -3.2690 -1.270 3.382 -0.128 0.178
N 3.4859 -3.7418 -1.2285 -2.500 0.274 0.264 0.122
C -1.5762 -0.1692 -3.4333 -0.151 1.329 0.191 -0.092
C -2.3639 3.2928 -1.4969 -0.183 -0.357 -0.085 -0.489
C -2.3927 3.4432 -0.0150 -1.653 -0.559 1.091 -0.032
C -5.9065 -0.7334 -2.5840 0.979 -0.391 0.872 -0.220
C 1.5216 3.4187 0.6760 -0.368 0.656 0.149 -0.208
C 0.8178 -3.7872 -0.9780 0.867 0.092 -0.538 -0.074
C 3.5327 0.4120 -2.7338 1.647 1.645 1.444 -0.425
C -0.7862 -0.3010 -0.0224 5.768 2.444 7.880 -0.646
C 2.4008 -0.5786 -2.5024 0.621 0.748 -0.004 -0.029
C -1.0657 -2.9456 4.1624 0.914 0.087 -0.458 -0.224
C 4.8408 -0.1276 -3.4006 -1.463 0.805 0.648 -0.004
C -1.1770 3.9624 -2.1382 -0.921 -0.290 -0.812 -0.009
C -2.8030 -1.0384 3.6572 -0.262 -0.078 -0.185 -0.222
C 2.3206 -3.7360 -1.1222 0.896 -0.738 0.203 -0.266
C 1.7533 4.0560 3.3219 -0.757 0.217 -0.266 -0.208
C -4.2445 -0.9401 -0.3683 -0.969 0.332 -0.539 -0.232
C 4.2240 -0.3683 0.9753 -0.363 -0.812 0.950 -0.181
C -1.1804 -1.5397 -3.3280 1.409 -4.034 -0.407 -0.268
C 4.0312 -2.4666 2.7643 -0.466 0.640 -0.635 -0.201
H 4.9208 -1.1278 -2.9747 0.395 -0.209 -0.501 0.073
H 0.3589 -4.4495 -1.7120 0.413 0.093 -0.284 0.072
H 4.2589 -1.7336 3.5382 -0.197 -0.300 0.246 0.061
H -1.1639 -3.0723 3.0843 -0.612 -0.189 0.028 0.060
H -5.2736 -0.7815 -0.0458 -0.018 -0.125 0.170 0.040
H 1.8932 3.8813 4.3887 0.192 -0.607 -0.250 0.063
H -3.5777 -1.3553 4.3554 -0.082 -0.058 -0.138 0.069
H 3.5840 -3.4056 3.0906 -0.290 0.390 0.213 0.056
H -3.3494 3.0062 0.2710 -0.261 0.241 0.217 0.086
H -0.6969 0.4748 -3.4189 0.122 -0.016 0.255 0.076
H 5.7061 0.4936 -3.1696 -0.214 -0.005 0.231 0.079
H 2.4873 -1.5097 -3.0624 -0.331 0.351 -0.372 0.083
H -6.3048 -1.3097 -3.4191 -0.087 0.266 0.102 0.059
H 1.9723 2.8398 -0.1302 -0.028 0.051 0.052 0.053
H -6.5341 -0.7136 -1.6930 -0.350 -0.142 -0.376 0.044
H 0.8409 4.6458 3.2341 -0.248 -0.203 -0.232 0.065
H 4.9589 -2.7407 2.2621 -0.109 0.216 -0.366 0.064
H -2.3893 4.4846 0.3070 0.209 0.035 -0.115 0.095
H 2.4885 -0.8745 -1.4570 -0.057 0.093 0.171 0.049
H -0.4337 3.1685 -2.2111 0.430 0.220 0.017 0.087
H -1.7165 2.8518 0.6024 0.657 0.138 -0.528 0.057
H 4.7255 -0.1101 -4.4844 -0.082 -0.488 -0.014 0.085
H 4.8029 -0.8401 0.1813 -0.220 -0.118 -0.038 0.059
H 0.4386 -4.1632 -0.0277 0.584 0.334 0.267 0.079
H -3.7850 0.0479 -0.3934 0.246 -0.061 -0.020 0.027
H 0.4570 3.5888 0.5158 -0.080 -0.345 -0.035 0.044
H -1.4726 4.2594 -3.1445 0.290 0.055 -0.068 0.091
H 0.4477 -2.7866 -1.2015 -0.064 -0.173 0.266 0.020
H 1.9369 4.4216 0.7747 0.429 -0.192 -0.215 0.063
H 4.8578 -0.2595 1.8555 0.076 0.367 -0.152 0.047
H -0.8415 4.8253 -1.5631 0.170 -0.239 -0.054 0.083
H -1.7611 -3.4966 4.7955 0.055 -0.104 -0.273 0.077
H 1.4938 0.0195 -2.5908 -0.243 -0.564 -0.165 0.064
H -0.0256 -3.2260 4.3289 -0.055 0.001 0.640 0.065
H -3.7725 -1.6157 0.3451 0.263 -0.120 -0.539 0.045
H 3.8195 0.5922 0.6560 -0.305 -0.299 0.010 0.045
H -2.1044 0.1342 -4.3372 -0.129 -0.601 -0.081 0.104
H -2.7853 -1.6585 2.7609 -0.041 -0.176 0.124 0.046
H -2.2344 0.0639 -2.5963 0.063 0.263 -0.024 0.030
H -3.0131 -0.0293 3.3027 0.307 0.203 0.493 0.072
H 2.5499 4.6959 2.9426 0.230 -0.304 0.012 0.058
H -5.5926 0.2809 -2.8304 -0.181 -0.008 -0.258 0.050

Electronic energy
In order: -441.58096; -451.57367; -3328.20484
Unit: a.u.